1.
DFT (ωB97M-V with the def2-TZVPD basis set) results for C34H46N3O3W as an isolated structure in a non-equilibrium geometry.

Summary:
Multiplicity ... 3
Frontier orbital gap (alpha / beta) ... 5.60 / 5.08 eV
LUMO energy (alpha / beta) ... -11.7 / -12.2 eV
Charge ... +3

Last column: Mulliken charge in e.
CARTESIAN COORDINATES (ANGSTROEM)
W (0.068, 2.244, 0.476)  1.715
C (-2.438, -4.176, 1.037)  -1.411
C (-3.571, -3.320, 0.395)  1.659
C (-3.725, -3.736, -1.081)  -1.410
C (-4.871, -3.611, 1.147)  -2.115
C (-3.129, -1.887, 0.507)  -1.344
C (-1.990, -1.463, -0.179)  -0.176
C (-1.492, -0.206, 0.073)  1.290
N (-0.405, 0.460, -0.461)  -0.730
C (0.547, 0.025, -1.366)  0.702
C (0.822, -1.218, -1.911)  0.052
C (1.896, -1.376, -2.780)  -0.956
C (2.611, -0.235, -3.199)  -0.197
C (2.422, 1.043, -2.685)  -0.565
C (1.460, 1.121, -1.679)  1.078
O (1.241, 2.156, -0.859)  -0.420
C (3.260, 2.208, -3.219)  1.524
C (4.737, 1.932, -2.868)  -1.447
C (3.105, 2.242, -4.748)  -1.605
C (2.885, 3.591, -2.677)  -1.879
C (2.276, -2.766, -3.244)  1.656
C (2.711, -3.559, -1.982)  -1.423
C (1.070, -3.472, -3.885)  -1.533
C (3.450, -2.766, -4.223)  -2.140
C (-2.169, 0.654, 1.051)  0.383
O (-1.413, 1.730, 1.315)  -0.790
C (-3.425, 0.352, 1.577)  -0.680
C (-3.844, -0.947, 1.308)  0.098
C (-4.339, 1.294, 2.371)  1.714
C (-5.710, 1.306, 1.671)  -1.627
C (-3.857, 2.745, 2.484)  -1.875
C (-4.508, 0.727, 3.793)  -1.574
H (-2.729, -5.224, 0.991)  0.448
H (-1.493, -4.056, 0.506)  0.311
H (-2.294, -3.902, 2.083)  0.398
H (-4.077, -4.765, -1.119)  0.482
H (-4.460, -3.106, -1.585)  0.398
H (-2.786, -3.686, -1.633)  0.200
H (-5.097, -4.673, 1.076)  0.439
H (-4.797, -3.367, 2.208)  0.460
H (-5.719, -3.076, 0.712)  0.444
H (-1.526, -2.120, -0.897)  0.671
H (0.218, -2.078, -1.669)  0.367
H (3.359, -0.358, -3.969)  0.665
H (5.100, 1.025, -3.351)  0.357
H (5.348, 2.766, -3.214)  0.470
H (4.875, 1.831, -1.789)  0.323
H (3.461, 1.328, -5.222)  0.368
H (2.065, 2.402, -5.040)  0.395
H (3.693, 3.068, -5.147)  0.470
H (3.139, 3.705, -1.622)  0.252
H (3.461, 4.338, -3.221)  0.532
H (1.831, 3.828, -2.836)  0.386
H (1.897, -3.653, -1.261)  0.270
H (3.018, -4.559, -2.284)  0.453
H (3.558, -3.072, -1.495)  0.380
H (0.248, -3.618, -3.182)  0.293
H (0.694, -2.905, -4.739)  0.386
H (1.377, -4.455, -4.239)  0.483
H (4.342, -2.310, -3.788)  0.467
H (3.703, -3.793, -4.481)  0.447
H (3.202, -2.258, -5.158)  0.425
H (-4.789, -1.258, 1.734)  0.672
H (-5.639, 1.703, 0.656)  0.391
H (-6.155, 0.312, 1.625)  0.391
H (-6.389, 1.944, 2.234)  0.473
H (-3.651, 3.195, 1.511)  0.390
H (-4.652, 3.333, 2.938)  0.509
H (-2.985, 2.833, 3.132)  0.311
H (-4.986, -0.253, 3.779)  0.357
H (-3.545, 0.637, 4.301)  0.369
H (-5.141, 1.398, 4.373)  0.478
N (3.598, 3.141, 6.627)  -0.335
C (3.660, 2.303, 5.585)  0.295
O (4.210, 1.226, 5.576)  -0.541
C (2.916, 2.690, 4.307)  0.836
C (3.269, 1.959, 3.168)  -0.700
C (2.527, 2.092, 2.027)  -0.355
N (1.424, 2.891, 1.966)  -0.397
C (1.118, 3.641, 3.047)  -0.414
C (1.849, 3.581, 4.216)  -0.614
H (4.084, 2.867, 7.469)  0.264
H (3.275, 4.091, 6.575)  0.191
H (4.106, 1.275, 3.225)  0.533
H (2.794, 1.546, 1.130)  0.549
H (0.262, 4.299, 2.962)  0.568
H (1.554, 4.205, 5.048)  0.369

Forces on atoms 1 to 2 (eV/Å):
W 1.24 2.25 1.42
C -0.09 0.24 0.01

2.
DFT (ωB97M-V with the def2-TZVPD basis set) results for C12H12O2S as an isolated structure in a non-equilibrium geometry.

Summary:
Frontier orbital gap ... 8.01 eV
LUMO energy ... -0.3 eV
Charge ... 0

Last column: Mulliken charge in e.
CARTESIAN COORDINATES (ANGSTROEM)
C (2.265, 2.628, 1.788)  -0.218
C (1.731, 2.946, 0.494)  -0.833
C (1.915, 1.439, 2.493)  -0.876
C (0.836, 2.002, -0.060)  -0.336
C (0.995, 0.603, 1.933)  -0.032
C (0.430, 0.847, 0.714)  -0.450
C (-2.297, -0.334, -1.637)  -0.435
C (-1.703, 0.395, -0.701)  -0.702
C (-2.071, -1.738, -1.962)  0.381
C (-0.983, -2.392, -1.188)  -1.100
C (0.265, -1.385, -1.101)  -0.053
C (-0.603, -0.136, 0.195)  1.227
O (-2.830, -2.426, -2.653)  -0.591
O (-1.177, -0.977, 1.110)  -0.586
S (1.751, -2.174, -0.475)  -0.203
H (2.965, 3.446, 2.106)  0.276
H (1.987, 3.751, -0.113)  0.466
H (2.414, 1.314, 3.455)  0.381
H (0.634, 2.070, -1.059)  0.511
H (0.660, -0.331, 2.379)  0.433
H (-3.119, 0.171, -2.207)  0.380
H (-1.926, 1.527, -0.544)  0.331
H (-1.178, -2.721, -0.230)  0.605
H (-0.602, -3.278, -1.660)  0.423
H (0.537, -1.056, -2.139)  0.356
H (-2.090, -1.105, 0.755)  0.517
H (1.194, -3.086, 0.308)  0.126

Forces on atoms 1 to 2 (eV/Å):
C -0.08 1.32 -1.16
C -1.30 -4.04 1.85

3.
DFT (ωB97M-V with the def2-TZVPD basis set) results for CH6NO2 as an isolated structure in a non-equilibrium geometry.

Summary:
Frontier orbital gap ... 6.84 eV
LUMO energy ... 3.5 eV
Charge ... -1

Last column: Mulliken charge in e.
CARTESIAN COORDINATES (ANGSTROEM)
N (-2.481, 0.030, 0.108)  -0.566
C (-0.846, -0.398, 0.286)  -0.432
O (0.799, -0.150, 0.146)  -0.562
H (-1.339, 0.690, 0.066)  0.242
H (-2.834, 0.355, -0.713)  0.187
H (-0.736, -1.402, -0.222)  0.300
H (-0.744, -0.638, 1.347)  0.311
H (3.151, 1.188, -0.567)  0.153
H (1.734, 0.063, -0.095)  0.430
O (3.298, 0.263, -0.356)  -1.062

Forces on atoms 1 to 2 (eV/Å):
N 3.74 0.62 4.36
C 3.71 -5.67 -0.30

4.
DFT (ωB97M-V with the def2-TZVPD basis set) results for C4H16BeF6NO10S2 as an isolated structure in a non-equilibrium geometry.

Summary:
Frontier orbital gap ... 1.98 eV
LUMO energy ... -10.2 eV
Charge ... +1

Last column: Mulliken charge in e.
CARTESIAN COORDINATES (ANGSTROEM)
Be (4.147, 10.650, 11.962)  0.927
C (4.022, 5.475, 8.148)  0.684
F (3.920, 5.523, 6.806)  -0.150
F (3.025, 6.128, 8.791)  -0.216
F (3.914, 4.180, 8.617)  -0.163
S (5.604, 6.467, 8.620)  0.947
O (6.745, 5.582, 8.232)  -0.497
O (5.590, 7.745, 7.869)  -0.552
N (5.367, 6.828, 10.326)  -0.206
S (6.147, 5.689, 11.060)  1.010
O (5.688, 4.358, 10.750)  -0.414
O (7.577, 5.943, 11.112)  -0.449
C (5.587, 5.892, 12.913)  0.617
F (4.339, 6.391, 13.017)  -0.201
F (5.674, 4.702, 13.614)  -0.192
F (6.463, 6.771, 13.449)  -0.198
O (6.416, 12.942, 9.153)  -0.622
H (7.246, 13.363, 8.928)  0.315
H (5.791, 13.287, 8.515)  0.319
O (4.095, 11.249, 16.099)  -0.628
H (3.565, 11.796, 16.679)  0.320
H (4.992, 11.551, 16.238)  0.321
O (8.315, 11.392, 13.416)  -0.624
H (8.381, 12.311, 13.675)  0.317
H (9.218, 11.125, 13.246)  0.317
O (2.889, 14.739, 12.469)  -0.622
H (2.459, 15.106, 13.241)  0.316
H (3.330, 15.485, 12.062)  0.317
C (-0.630, 9.335, 14.579)  -0.600
O (-0.092, 10.420, 13.718)  -0.482
H (-0.227, 8.344, 14.370)  0.228
H (-0.447, 9.408, 15.651)  0.277
H (-1.708, 9.203, 14.486)  0.271
H (-0.864, 10.988, 13.669)  0.309
C (0.106, 11.292, 7.456)  -0.539
O (1.411, 11.076, 7.852)  -0.473
H (-0.616, 11.428, 8.262)  0.215
H (0.131, 12.111, 6.737)  0.252
H (-0.034, 10.496, 6.724)  0.249
H (1.955, 10.925, 7.075)  0.302

Forces on atoms 1 to 2 (eV/Å):
Be 0.11 -0.10 -0.05
C -1.76 -1.25 1.00

Relative energy (zero: lowest compared OMol25 entry of this formula, charge and spin) for the records above, in order: 24.9 36.7 171.9 1.6 kcal per mole